110
Properties=species:S:1:pos:R:3:forces:R:3 method="wB97M-V/def2-TZVPD" total_energy_ev=-111535.2100 de_lowest_kj_mol=0.0 orbital_gap_ev=4.902 homo_energy_ha=-0.2438 spin_multiplicity=1 max_force_ev_per_a=1.8 total_charge=0
C 1.684 3.402 1.870 0.12 -0.28 -0.34
H -5.624 3.278 -2.849 -0.42 0.06 0.47
O 4.704 1.661 -1.779 -0.55 0.14 0.12
C 0.738 4.220 3.910 0.15 0.02 -0.32
C 1.487 4.443 2.764 -0.11 -0.04 0.27
H -5.009 1.776 -0.249 -0.14 -0.17 0.49
H -1.688 2.727 1.248 -0.44 0.07 -0.04
C -0.219 -1.739 -3.923 -0.24 -0.67 -0.02
C 1.374 -3.360 -0.297 -0.71 -0.55 0.06
H -1.233 -3.658 -3.813 0.07 0.60 0.31
H -2.741 -1.768 0.628 0.24 -0.03 -0.44
S 2.620 -1.288 9.709 -0.24 0.55 -0.85
C -0.102 -2.111 2.458 0.35 0.23 0.15
H -0.449 -0.720 -5.853 0.04 0.51 -0.09
C 0.815 -4.748 5.798 0.36 0.43 -0.15
C 1.275 -2.814 4.257 0.50 0.29 -0.18
N 1.941 -2.164 -0.446 0.39 0.56 -0.04
F -0.397 2.685 5.256 -0.38 -0.05 0.33
H 1.806 -1.610 -4.565 0.44 0.16 -0.47
H 2.137 0.638 -3.777 0.79 -0.26 0.25
C 0.280 3.149 -1.462 0.23 0.71 -0.17
H -0.731 2.944 -1.084 0.55 -0.10 -0.07
H 1.972 5.529 -3.231 0.03 -0.60 0.28
C 0.462 1.993 3.195 -0.09 -0.70 -1.55
C -2.467 1.001 -2.004 -1.06 0.67 1.02
H 4.838 -3.201 -1.712 0.32 -0.10 0.15
C 1.167 -2.337 -4.096 0.61 -0.50 0.41
O 2.577 -0.226 8.730 0.27 -0.50 0.51
H -5.932 4.342 -4.972 0.15 0.12 -0.22
H 1.635 -2.555 -3.129 -0.13 -0.03 0.01
H 4.475 -0.782 -1.924 0.26 -0.11 0.11
H 4.645 -0.733 -0.158 -0.07 -0.29 -0.38
C -2.785 2.201 -4.391 -0.47 -0.15 0.96
H 0.923 0.598 -5.037 -0.19 -0.24 -0.57
H -3.667 1.036 3.021 -0.05 0.20 0.11
C -2.950 2.849 -5.626 -0.17 0.61 -0.84
H 3.796 3.819 -2.723 -0.14 -0.05 0.24
P 0.022 -0.204 -2.865 0.20 0.35 -0.52
F 2.535 3.636 0.836 -0.04 0.49 0.10
C -4.883 3.165 -3.606 0.25 0.36 -0.21
C -1.567 0.751 -3.064 0.22 0.49 -0.55
C 3.542 1.489 -1.415 0.55 -0.28 -0.48
H 0.356 -3.342 0.079 0.04 -0.05 0.07
C 2.283 -1.950 3.794 -0.37 -0.15 0.32
C 2.485 2.551 -1.620 0.57 0.35 -0.43
C 1.118 2.153 1.967 -0.13 -0.88 0.85
O 1.342 -1.786 10.128 0.09 -0.22 0.13
H 3.197 -1.909 4.400 -0.37 0.16 -0.44
C 3.876 -3.302 -1.239 -0.42 0.17 -0.33
H 1.451 -5.499 -0.373 0.00 0.09 -0.22
C 1.999 -1.179 2.687 0.93 -0.19 0.66
C 3.914 -0.820 -0.986 0.34 1.09 -0.03
N -1.729 1.390 -4.201 0.36 -0.28 -0.35
H -2.090 -2.329 -3.046 -1.25 0.48 0.02
C 0.492 4.315 -2.211 0.52 -1.08 0.42
C -2.764 2.715 0.983 0.37 -0.66 0.57
N -3.520 1.814 -2.131 0.62 -0.57 -0.32
H 0.900 1.875 -3.853 0.02 -0.40 0.04
H -5.252 1.566 1.547 0.00 -0.10 -0.56
C -3.743 2.400 -3.337 1.30 -0.92 -0.49
H -1.030 -2.122 1.922 -0.30 0.07 -0.34
C 0.066 -2.892 3.564 0.30 -0.24 0.57
C -3.024 0.574 2.280 1.51 0.09 -0.03
N 3.022 0.335 -0.955 -0.06 -0.63 0.39
H -1.956 0.673 2.632 -1.19 -0.04 -0.41
C 3.266 -4.538 -1.101 -0.25 0.50 0.04
C -2.772 -1.343 -0.389 -0.70 -0.05 0.63
F 0.509 5.171 4.811 0.16 0.19 -0.08
C -1.127 -2.726 -3.211 1.17 -1.25 0.11
H -2.233 -1.975 -1.095 0.01 0.15 0.26
C 1.109 0.804 -4.004 -0.98 0.62 0.83
C -3.262 1.251 0.901 0.40 -0.27 0.66
H -0.042 -5.114 5.238 0.26 0.17 0.07
C 1.338 -5.473 6.872 0.57 0.41 0.27
C 0.238 2.952 4.123 0.25 0.85 0.68
N 1.271 2.292 -1.168 -1.34 -0.07 0.01
C 3.194 -2.123 -0.897 0.39 -0.85 0.04
H -1.932 -1.342 -5.092 -0.19 0.22 -0.36
H 3.763 -5.446 -1.395 0.21 -0.14 -0.01
H -2.893 3.216 0.041 -0.16 0.34 -0.47
C 2.927 -3.838 7.347 -1.29 -0.17 -1.26
H -4.155 4.122 -6.808 -0.21 0.18 -0.11
F 2.036 5.635 2.555 0.18 0.41 -0.06
N 2.388 -5.094 7.575 -0.29 -0.09 0.09
P -2.113 0.362 -0.285 0.25 0.06 -0.11
H -0.716 -3.017 -2.242 0.08 -0.09 0.06
N 2.566 -3.132 6.192 0.08 -0.50 0.03
F -0.117 0.809 3.503 0.03 -0.49 0.05
H -3.838 -1.333 -0.642 0.18 0.02 -0.23
O 3.690 -3.311 8.128 0.99 0.54 1.27
C -4.759 1.175 0.637 -0.21 0.60 -0.40
H -3.257 -0.491 2.289 -0.15 -0.04 -0.13
H -0.719 -3.536 3.934 -0.05 0.05 -0.12
C -5.020 3.779 -4.816 -0.21 -0.04 -0.42
H -0.772 -2.401 -5.895 -0.05 -0.35 0.12
Y 1.139 0.206 0.206 -1.04 0.70 -0.16
H 1.217 -3.284 -4.677 -0.43 0.62 0.20
N 0.847 -1.273 2.033 -0.46 0.42 -0.63
C 2.782 3.691 -2.352 0.36 0.38 -0.42
H -5.128 0.164 0.461 0.10 -0.08 0.12
H 0.898 -6.411 7.197 -0.08 -0.10 -0.22
H -3.312 3.263 1.761 0.07 -0.15 -0.17
C -4.049 3.639 -5.854 0.16 -0.47 0.95
H -0.358 4.912 -2.438 -0.40 0.57 -0.13
H -2.202 2.733 -6.412 -0.12 -0.16 0.34
C 1.784 4.609 -2.658 -0.45 -0.13 0.19
H 2.761 -0.438 2.361 -0.55 -0.33 -0.10
C 1.968 -4.574 -0.600 0.15 0.49 0.34
C -0.876 -1.518 -5.269 -0.08 0.26 -0.17
C 1.567 -3.591 5.476 -0.70 -0.97 0.49